A cluster of 9 separate species, CH20O9 in total. Source: the Open Molecules 2025 dataset; level of theory: wB97M-V/def2-TZVPD.

Output
- DFT total energy: -727.080860 a.u.
- ΔE to the lowest compared entry with this formula, charge and spin: 483.5 kJ/mol
- Frontier orbital gap: 6.88 eV
- Maximum force: 0.1859 hartree/bohr

Cartesian coordinates (Å):
O -0.060 0.181 0.207
H -0.175 0.720 1.023
H -0.862 0.363 -0.410
H 0.725 0.223 -0.190
C 2.935 1.158 -0.088
O 2.535 -0.183 -0.352
H 2.189 1.807 -0.247
H 3.576 1.477 -0.932
H 3.365 1.403 0.865
O -3.625 0.825 1.290
H -3.798 -0.050 0.929
H -3.188 1.077 0.482
O -1.102 -2.359 1.517
H -0.464 -2.106 2.172
H -0.523 -2.693 0.657
O 1.623 -2.645 0.478
H 2.036 -1.877 0.173
H 1.987 -3.048 1.145
O -0.784 -1.832 -2.061
H -1.324 -1.656 -2.885
H -0.928 -2.787 -1.891
O 0.082 1.622 2.456
H -0.322 1.581 3.397
H 0.465 2.422 2.523
O 0.714 0.550 -2.241
H 1.582 0.256 -2.005
H 0.146 -0.264 -2.259
O -2.266 1.757 -0.908
H -2.987 1.665 -1.618
H -1.538 2.407 -1.226

Atomic partial charges in e from the Mulliken method, atoms 1 to 6:
1 O 0.042
2 H 0.432
3 H 0.388
4 H 0.369
5 C -0.936
6 O -0.990

A structure of composition CH21O10. Source: the Open Molecules 2025 dataset; level of theory: wB97M-V/def2-TZVPD.

Output
- DFT total energy: -803.114434 a.u.
- ΔE to the lowest compared entry with this formula, charge and spin: 134.3 kJ/mol
- Total charge: -1
- Frontier orbital gap: 10.05 eV
- Maximum force: 0.1158 hartree/bohr

Cartesian coordinates (Å):
C -0.377 0.577 -2.575
O -0.106 0.327 -1.209
H -0.098 1.583 -2.876
H 0.252 -0.028 -3.282
H -1.336 0.446 -2.854
H -0.647 1.056 1.675
H -0.348 -0.194 2.578
O -0.944 0.581 2.507
H -3.201 -0.621 0.229
H -2.486 -0.856 1.644
O -2.814 -1.294 0.780
H 2.754 -2.200 0.505
H 1.132 -2.169 -0.579
O 2.014 -1.715 0.329
H -0.684 -2.370 -0.540
H 0.116 -0.918 -1.115
O 0.036 -2.227 -1.141
H -2.231 1.574 0.031
H -2.450 0.687 -1.038
O -2.969 1.129 -0.461
H 1.504 0.889 -1.167
H 2.419 -0.259 -0.728
O 2.390 0.637 -1.071
H 2.595 1.126 0.681
H 1.598 0.987 1.860
O 2.136 1.693 1.429
H -0.120 -2.039 1.532
H 1.142 -1.549 1.477
O 0.419 -1.697 2.208
H 0.560 2.717 0.995
H -0.053 1.753 -0.239
O -0.201 2.373 0.414

Atomic partial charges in e from the Mulliken method, atoms 1 to 6:
1 C -1.018
2 O -0.643
3 H 0.347
4 H 0.305
5 H 0.451
6 H 0.325

A cluster of 9 separate species, CH21O9 in total. Source: the Open Molecules 2025 dataset; level of theory: wB97M-V/def2-TZVPD.

Output
- DFT total energy: -727.411307 a.u.
- ΔE to the lowest compared entry with this formula, charge and spin: 302.6 kJ/mol
- Total charge: +1
- Frontier orbital gap: 6.83 eV
- Maximum force: 0.0881 hartree/bohr

Cartesian coordinates (Å):
O -2.178 1.071 2.680
H -1.578 1.566 3.243
H -2.445 0.266 3.129
H -1.630 0.807 1.937
O 0.018 -3.398 -1.025
H 0.914 -3.239 -0.718
H -0.102 -3.137 -1.941
H -0.143 -4.325 -0.833
C -0.513 -0.010 -0.261
O -0.209 0.687 0.934
H -0.856 0.588 -1.106
H 0.314 -0.648 -0.572
H -1.361 -0.676 -0.103
O -3.491 -0.673 -1.819
H -2.734 -0.560 -2.394
H -3.840 0.211 -1.705
O 2.254 -1.443 -2.874
H 2.395 -1.980 -2.095
H 2.931 -0.768 -2.827
O 0.049 3.426 0.546
H -0.111 2.490 0.666
H -0.815 3.830 0.624
O 2.677 1.132 0.849
H 3.016 0.349 0.415
H 1.732 0.989 0.897
O 1.766 2.337 -1.631
H 0.840 2.290 -1.868
H 1.785 2.145 -0.694
O 0.342 -1.008 3.214
H 0.267 -0.476 2.422
H 0.706 -1.840 2.912

Atomic partial charges in e from the Mulliken method, atoms 1 to 6:
1 O -0.350
2 H 0.466
3 H 0.443
4 H 0.304
5 O -0.319
6 H 0.410

A cluster of 9 separate species, CH21O9 in total. Source: the Open Molecules 2025 dataset; level of theory: wB97M-V/def2-TZVPD.

Output
- DFT total energy: -727.308907 a.u.
- ΔE to the lowest compared entry with this formula, charge and spin: 571.4 kJ/mol
- Total charge: +1
- Frontier orbital gap: 4.16 eV
- Maximum force: 0.0395 hartree/bohr

Cartesian coordinates (Å):
O -3.052 2.251 2.782
H -2.475 2.119 3.537
H -2.827 1.722 2.013
H -2.924 3.162 2.506
O 1.624 -0.422 2.976
H 2.349 -0.105 2.433
H 0.899 -0.731 2.428
H 1.325 0.326 3.497
C -0.759 -0.180 -1.401
O -1.125 -0.551 -0.097
H 0.212 0.312 -1.448
H -0.476 -0.994 -2.068
H -1.475 0.505 -1.856
O -4.757 -0.811 -4.280
H -5.037 0.034 -4.631
H -4.548 -0.634 -3.363
O 4.427 0.708 0.808
H 4.632 0.674 -0.127
H 5.273 0.846 1.234
O 2.512 4.501 -0.876
H 2.225 3.858 -1.524
H 3.291 4.111 -0.479
O -4.652 -1.951 2.062
H -5.205 -2.092 1.293
H -3.767 -1.862 1.709
O 4.773 -0.630 -3.019
H 4.179 -0.254 -3.669
H 5.629 -0.630 -3.447
O -0.111 -4.507 1.385
H 0.259 -5.054 0.691
H -0.417 -3.721 0.933

Atomic partial charges in e from the Mulliken method, atoms 1 to 6:
1 O -0.446
2 H 0.454
3 H 0.430
4 H 0.465
5 O -0.406
6 H 0.436

A cluster of 12 separate species, CH26O14 in total. Source: the Open Molecules 2025 dataset; level of theory: wB97M-V/def2-TZVPD.

Output
- DFT total energy: -1106.351545 a.u.
- ΔE to the lowest compared entry with this formula, charge and spin: 0.0 kJ/mol
- Total charge: +2
- Frontier orbital gap: 7.34 eV
- Maximum force: 0.0357 hartree/bohr

Cartesian coordinates (Å):
O 1.471 2.024 2.690
H 2.105 1.310 2.837
H 1.064 2.315 3.530
H 0.768 1.768 1.970
O 2.828 -1.451 -0.446
H 3.141 -1.205 0.440
H 2.859 -2.425 -0.514
H 1.881 -1.106 -0.648
O -0.150 -2.955 2.609
H -0.144 -3.804 2.128
H 0.580 -2.945 3.256
H -0.114 -2.146 1.952
O -2.087 -2.255 -0.808
H -1.537 -1.704 -0.165
H -2.303 -1.708 -1.637
H -1.634 -3.074 -1.051
C 0.102 0.074 0.269
O -0.166 1.163 0.880
O -0.284 -1.079 0.824
O 0.655 0.097 -0.877
O -2.269 -0.473 -2.687
H -1.611 0.235 -2.861
H -2.962 -0.318 -3.340
O -0.771 1.952 -3.066
H -0.291 1.773 -3.886
H -0.173 1.657 -2.366
O 0.583 3.454 -0.699
H 0.311 4.175 -0.121
H 0.327 2.644 -0.239
O -2.358 2.541 2.035
H -2.575 1.968 2.779
H -1.754 2.030 1.486
O 2.323 1.021 -3.008
H 2.493 1.951 -2.818
H 1.712 0.735 -2.323
O -1.799 0.207 3.408
H -1.415 -0.030 4.260
H -1.086 0.129 2.760
O 0.923 -2.148 -2.532
H 0.724 -2.972 -2.075
H 0.631 -1.421 -1.949

Atomic partial charges in e from the Mulliken method, atoms 1 to 6:
1 O -0.368
2 H 0.410
3 H 0.438
4 H 0.414
5 O -0.338
6 H 0.455

A structure of composition CH27CuO13. Source: the Open Molecules 2025 dataset; level of theory: wB97M-V/def2-TZVPD.

Output
- DFT total energy: -2672.807255 a.u.
- Frontier orbital gap: 7.37 eV
- Maximum force: 0.0856 hartree/bohr

Cartesian coordinates (Å):
Cu 0.398 -1.338 2.054
C -0.114 -0.446 -0.150
O -0.384 -1.652 0.539
H -0.113 0.360 0.641
H -0.924 -0.198 -0.830
H 0.950 -0.387 -0.629
O -2.660 1.514 0.393
H -2.309 1.805 1.253
H -2.786 0.619 0.620
O -0.841 -0.416 3.212
H -0.700 0.493 3.349
H -1.185 -0.815 4.000
O 2.730 2.092 -1.368
H 2.858 1.298 -1.869
H 2.880 2.919 -1.829
O 2.530 -0.326 -2.584
H 2.992 -0.265 -3.391
H 1.645 -0.480 -2.865
O 1.087 2.854 1.012
H 1.424 3.723 0.716
H 1.319 2.306 0.274
O -0.198 -0.564 -3.453
H -0.386 -0.129 -4.281
H -0.675 -0.043 -2.812
O -1.196 2.437 2.688
H -1.644 3.260 2.974
H -0.484 2.631 2.126
O -1.220 -3.742 -0.947
H -1.225 -2.844 -0.582
H -0.695 -4.266 -0.318
O -2.956 -1.547 0.761
H -1.984 -1.529 0.794
H -3.304 -1.930 1.558
O -2.067 1.200 -2.454
H -1.208 1.609 -2.274
H -2.320 0.787 -1.647
O 2.056 -0.574 2.138
H 2.742 -1.146 1.865
H 2.253 -0.489 3.094
O 2.217 -2.453 -0.714
H 1.470 -2.773 -0.211
H 2.042 -1.571 -0.858

Atomic partial charges in e from the Mulliken method, atoms 1 to 6:
1 Cu -0.060
2 C 2.107
3 O -0.623
4 H -0.391
5 H -0.980
6 H -0.009

A structure of composition CH2AgFO2. Source: the Open Molecules 2025 dataset; level of theory: wB97M-V/def2-TZVPD.

Output
- DFT total energy: -435.572870 a.u.
- ΔE to the lowest compared entry with this formula, charge and spin: 97.6 kJ/mol
- Total charge: +2
- Frontier orbital gap: 9.15 eV
- Maximum force: 0.0996 hartree/bohr

Cartesian coordinates (Å):
H 1.029 0.609 1.213
F -0.545 2.410 0.216
O -0.151 0.450 1.026
C -0.949 1.425 0.835
H -2.015 1.281 1.063
O 0.692 0.034 -0.016
Ag 0.966 -2.575 -0.704

Atomic partial charges in e from the Mulliken method, atoms 1 to 6:
1 H 0.589
2 F 0.037
3 O -0.041
4 C 0.482
5 H 0.410
6 O -0.443

A cluster of 2 separate species, CH2BBr2Cl2FO2S in total. Source: the Open Molecules 2025 dataset; level of theory: wB97M-V/def2-TZVPD.

Output
- DFT total energy: -6781.144073 a.u.
- SMILES string: O=S(=O)(F)B(Br)Br.ClCCl
- Frontier orbital gap: 9.71 eV
- Maximum force: 0.0463 hartree/bohr

Cartesian coordinates (Å):
O 0.247 -2.728 -1.903
S 0.156 -2.985 -0.533
O 0.636 -4.198 -0.041
F -1.340 -2.862 -0.146
B 0.899 -1.555 0.472
Br 0.977 -1.731 2.358
Br 1.505 -0.031 -0.435
Cl -0.184 2.168 1.301
C -0.688 3.341 0.075
Cl -0.219 2.858 -1.559
H -1.767 3.432 0.110
H -0.222 4.293 0.300

Atomic partial charges in e from the Mulliken method, atoms 1 to 6:
1 O -0.519
2 S 0.888
3 O -0.497
4 F -0.187
5 B 0.513
6 Br -0.138

The molecule CH2Br3PS. Source: the Open Molecules 2025 dataset; level of theory: wB97M-V/def2-TZVPD.

Output
- DFT total energy: -8500.813205 a.u.
- ΔE to the lowest compared entry with this formula, charge and spin: 331.0 kJ/mol
- Frontier orbital gap (alpha / beta): 6.68 / 6.68 eV
- Maximum force: 0.0700 hartree/bohr

Cartesian coordinates (Å):
C 1.871 -0.671 -0.376
P -1.039 0.805 0.186
S -1.142 -0.511 1.764
Br 1.374 -1.011 1.283
Br -2.747 2.303 0.620
Br -2.045 0.017 -1.651
H 1.665 -1.237 -1.340
H 2.064 0.306 -0.486

Atomic partial charges in e from the Mulliken method, atoms 1 to 6:
1 C -0.676
2 P 0.341
3 S -0.273
4 Br 0.250
5 Br -0.245
6 Br -0.150

The molecule CH2Br3PS. Source: the Open Molecules 2025 dataset; level of theory: wB97M-V/def2-TZVPD.

Output
- DFT total energy: -8500.928261 a.u.
- SMILES string: S=P(Br)(Br)CBr
- ΔE to the lowest compared entry with this formula, charge and spin: 29.0 kJ/mol
- Frontier orbital gap: 8.93 eV
- Maximum force: 0.0872 hartree/bohr

Cartesian coordinates (Å):
S 1.472 -0.987 1.942
P 0.032 -0.644 0.707
Br -1.828 0.235 1.483
Br -0.774 -2.372 -0.563
C 0.365 0.749 -0.715
Br -1.148 1.044 -1.783
H 0.573 1.595 0.113
H 1.309 0.381 -1.184

Atomic partial charges in e from the Mulliken method, atoms 1 to 6:
1 S -0.284
2 P 0.456
3 Br -0.099
4 Br -0.135
5 C -0.685
6 Br -0.010